1.
Below is a 9-piece molecular cluster, C14H46N8O9 overall in a non-equilibrium geometry, with properties calculated with wB97M-V/def2-TZVPD.

Each line ends with the Löwdin charge.
Atoms and positions in Å:
N 4.728 -3.918 -0.128  0.14
C 5.438 -4.989 0.316  -0.76
N 4.876 -6.058 -0.137  0.15
O 6.405 -4.976 1.050  0.04
H 3.847 -4.022 -0.611  0.10
H 4.988 -3.027 0.271  0.11
H 4.044 -6.041 -0.710  0.11
H 5.281 -6.974 -0.004  0.12
N 0.751 6.682 -0.586  0.15
C 1.654 5.995 0.070  -0.76
N 2.578 5.568 -0.787  0.15
O 1.649 5.803 1.280  0.02
H 1.047 6.729 -1.551  0.10
H -0.037 7.178 -0.194  0.12
H 2.544 5.927 -1.731  0.10
H 3.225 4.860 -0.470  0.12
N 6.580 3.936 3.308  0.17
C 6.979 2.869 2.761  -0.84
N 8.056 2.497 3.290  0.17
O 6.431 2.283 1.817  0.01
H 7.025 4.215 4.171  0.12
H 5.634 4.206 3.079  0.13
H 8.668 1.787 2.912  0.13
H 8.302 2.924 4.172  0.11
N 0.575 -4.588 -5.340  0.16
C 0.798 -5.875 -5.239  -0.81
N 0.384 -6.465 -4.133  0.16
O 1.248 -6.477 -6.166  0.05
H 0.464 -4.136 -4.444  0.10
H 1.007 -4.149 -6.141  0.12
H -0.366 -6.002 -3.638  0.10
H 0.404 -7.473 -4.074  0.12
C -1.362 0.079 -8.058  -0.08
C -0.309 1.125 -7.598  -0.32
O -0.258 2.029 -8.664  -0.09
H -1.782 -0.458 -7.207  0.06
H -0.836 -0.587 -8.742  0.07
H -2.243 0.520 -8.524  0.07
H 0.675 0.763 -7.300  0.11
H -0.801 1.716 -6.825  0.10
H 0.582 2.484 -8.572  0.08
C -2.547 -0.177 9.470  -0.07
C -3.100 1.262 9.801  -0.30
O -2.078 2.234 10.002  -0.10
H -2.310 -0.330 8.417  0.06
H -3.376 -0.875 9.590  0.06
H -1.772 -0.512 10.159  0.07
H -3.585 1.266 10.777  0.10
H -3.862 1.564 9.082  0.10
H -2.364 3.145 9.900  0.08
C -5.407 5.153 -1.993  -0.07
C -5.742 6.616 -1.578  -0.34
O -7.106 6.701 -1.328  -0.08
H -5.293 5.089 -3.075  0.07
H -6.047 4.461 -1.446  0.08
H -4.374 4.934 -1.719  0.06
H -5.361 7.257 -2.373  0.10
H -5.288 6.933 -0.639  0.10
H -7.313 7.379 -0.680  0.08
C -2.607 -6.264 2.110  -0.06
C -3.774 -5.691 1.204  -0.34
O -3.317 -5.547 -0.093  -0.08
H -2.821 -7.318 2.284  0.06
H -2.571 -5.896 3.136  0.07
H -1.700 -6.352 1.513  0.07
H -4.174 -4.747 1.575  0.10
H -4.616 -6.383 1.204  0.10
H -4.130 -5.436 -0.592  0.08
C 0.163 -0.314 1.291  -0.09
C -0.453 -0.231 -0.080  -0.37
O -0.289 -1.417 -0.732  -0.07
H -0.492 -0.884 1.950  0.07
H 0.275 0.680 1.723  0.07
H 1.167 -0.719 1.418  0.08
H -0.051 0.582 -0.684  0.11
H -1.534 -0.120 0.013  0.11
H -1.024 -2.001 -0.530  0.09

Properties
ΔE to the lowest compared entry with this formula, charge and spin in kJ/mol: 558.0
Total energy in eV: -45610.638
HOMO in eV: -9.50
Lowest unoccupied orbital energy in eV: 0.042
SMILES: NC(N)=O.NC(N)=O.NC(N)=O.NC(N)=O.CCO.CCO.CCO.CCO.CCO

=====

2.
Below is a 12-piece molecular cluster, C84H183N15O12 overall in a non-equilibrium geometry, with properties calculated with wB97M-V/def2-TZVPD.

Each line ends with the Löwdin charge.
Atoms and positions in Å:
C -0.433 -4.527 4.717  -0.03
C -0.976 -3.580 5.861  -0.48
C -0.762 -4.278 7.240  -0.04
C -0.234 -2.287 5.871  -0.16
C -0.635 -1.313 4.780  -0.18
C -2.112 -1.114 4.954  -0.16
C -2.982 -2.345 4.867  -0.53
C -4.401 -2.025 5.346  -0.02
C -2.963 -2.758 3.406  -0.02
N -2.445 -3.308 5.836  -0.09
O -3.071 -4.538 5.564  -0.05
H -0.203 -4.011 3.815  0.04
H 0.430 -5.142 5.025  0.09
H -1.240 -5.292 4.453  0.10
H -1.143 -5.281 7.277  0.06
H 0.327 -4.334 7.604  0.11
H -1.340 -3.766 7.989  0.07
H -0.328 -1.791 6.826  0.12
H 0.865 -2.541 5.695  0.15
H 0.018 -0.422 4.699  0.12
H -0.398 -1.837 3.848  0.08
H -2.448 -0.480 4.155  0.09
H -2.266 -0.504 5.878  0.15
H -4.699 -1.046 4.924  0.07
H -4.401 -1.887 6.430  0.09
H -5.164 -2.743 5.003  0.08
H -3.382 -1.891 2.852  0.08
H -3.453 -3.705 3.104  0.10
H -1.892 -2.757 3.098  0.07
H -3.625 -4.716 6.370  0.14
C 4.466 5.504 3.699  0.00
C 4.052 4.562 2.522  -0.53
C 3.315 3.290 3.225  -0.01
C 2.911 5.074 1.701  -0.13
C 3.250 6.332 0.781  -0.15
C 4.273 5.759 -0.113  -0.19
C 5.475 5.090 0.595  -0.45
C 6.189 4.335 -0.513  -0.04
C 6.352 6.226 1.134  -0.02
N 4.983 4.047 1.649  -0.05
O 6.141 3.592 2.402  -0.03
H 3.626 5.934 4.238  0.08
H 5.085 5.045 4.432  0.07
H 5.016 6.344 3.301  0.06
H 2.739 2.590 2.544  0.09
H 4.035 2.654 3.786  0.07
H 2.662 3.727 3.963  0.05
H 2.460 4.334 1.011  0.12
H 2.157 5.289 2.382  0.07
H 2.358 6.638 0.183  0.10
H 3.639 7.224 1.288  0.11
H 4.613 6.552 -0.733  0.12
H 3.775 4.940 -0.677  0.12
H 7.069 3.773 -0.141  0.09
H 6.601 5.101 -1.127  0.07
H 5.533 3.660 -1.076  0.09
H 5.761 7.088 1.274  0.05
H 7.159 6.486 0.443  0.09
H 6.776 5.895 2.098  0.09
H 6.281 2.672 2.085  0.07
C -0.943 -4.747 0.687  -0.02
C -0.657 -5.866 -0.347  -0.51
C -1.594 -5.687 -1.441  -0.04
C 0.749 -5.745 -0.881  -0.14
C 1.826 -6.206 0.052  -0.17
C 1.565 -7.663 0.421  -0.14
C 0.231 -7.806 1.124  -0.54
C -0.093 -9.251 1.364  -0.05
C 0.187 -7.096 2.512  -0.02
N -0.808 -7.228 0.276  -0.11
O -2.090 -7.496 0.685  -0.01
H -0.156 -4.450 1.369  0.06
H -1.294 -3.857 0.152  0.06
H -1.746 -5.051 1.358  0.08
H -2.599 -5.649 -1.059  0.09
H -1.436 -4.693 -1.933  0.10
H -1.538 -6.533 -2.123  0.10
H 0.851 -6.361 -1.808  0.14
H 0.954 -4.732 -1.164  0.09
H 2.806 -6.123 -0.426  0.11
H 1.857 -5.693 1.014  0.10
H 2.382 -8.042 1.071  0.13
H 1.600 -8.371 -0.361  0.10
H 0.726 -9.669 1.934  0.09
H -0.189 -9.796 0.414  0.10
H -1.086 -9.442 1.823  0.09
H 1.055 -7.320 3.084  0.07
H -0.735 -7.596 2.974  0.11
H 0.125 -5.988 2.385  0.05
H -2.277 -7.043 1.519  0.09
C 5.788 -3.430 3.059  -0.01
C 5.175 -2.519 1.943  -0.51
C 4.251 -3.400 1.078  -0.03
C 4.346 -1.399 2.539  -0.10
C 5.284 -0.319 3.253  -0.12
C 6.276 0.175 2.175  -0.14
C 7.081 -0.936 1.467  -0.55
C 7.710 -0.238 0.247  -0.04
C 8.250 -1.375 2.343  -0.03
N 6.177 -1.960 1.041  -0.06
O 7.044 -3.043 0.641  -0.04
H 6.392 -4.220 2.583  0.09
H 6.432 -2.832 3.712  0.06
H 4.983 -3.879 3.601  0.07
H 3.542 -2.860 0.424  0.07
H 4.818 -4.140 0.475  0.08
H 3.586 -3.943 1.745  0.07
H 3.789 -0.877 1.742  0.10
H 3.674 -1.788 3.270  0.11
H 4.620 0.462 3.552  0.07
H 5.786 -0.667 4.166  0.11
H 7.052 0.894 2.499  0.11
H 5.654 0.674 1.401  0.12
H 8.183 -0.926 -0.471  0.08
H 8.539 0.395 0.681  0.10
H 7.026 0.387 -0.371  0.08
H 8.929 -2.096 1.837  0.10
H 7.978 -1.860 3.278  0.06
H 8.771 -0.446 2.604  0.08
H 7.043 -2.913 -0.318  0.09
C 5.707 -4.550 -2.859  -0.02
C 4.995 -4.148 -4.196  -0.49
C 5.559 -5.059 -5.239  -0.06
C 3.494 -4.299 -4.099  -0.13
C 2.860 -3.249 -3.194  -0.19
C 3.167 -1.912 -3.778  -0.17
C 4.659 -1.615 -3.805  -0.53
C 4.765 -0.392 -4.715  -0.04
C 5.239 -1.427 -2.411  -0.01
N 5.284 -2.710 -4.553  -0.09
O 6.675 -2.506 -4.572  -0.04
H 6.700 -4.119 -2.840  0.08
H 5.142 -4.223 -2.000  0.04
H 5.875 -5.640 -2.912  0.09
H 5.447 -4.796 -6.323  0.11
H 6.580 -5.253 -5.036  0.06
H 5.060 -6.026 -5.220  0.09
H 2.971 -4.244 -5.068  0.13
H 3.295 -5.304 -3.692  0.13
H 1.758 -3.352 -3.201  0.11
H 3.241 -3.255 -2.162  0.10
H 2.628 -1.064 -3.382  0.09
H 2.922 -1.886 -4.869  0.13
H 4.076 0.436 -4.484  0.08
H 4.563 -0.684 -5.771  0.10
H 5.830 -0.060 -4.677  0.09
H 4.729 -0.647 -1.811  0.08
H 6.295 -1.181 -2.487  0.08
H 5.081 -2.363 -1.864  0.05
H 6.878 -2.236 -5.490  0.12
C -9.243 -1.781 2.157  -0.06
C -7.981 -1.122 1.718  -0.54
C -6.812 -2.072 2.038  -0.02
C -8.083 -0.853 0.187  -0.14
C -7.047 0.152 -0.305  -0.17
C -7.077 1.441 0.549  -0.16
C -6.972 1.254 2.047  -0.54
C -5.458 0.954 2.436  -0.02
C -7.343 2.618 2.694  -0.03
N -8.006 0.263 2.277  -0.03
O -7.991 -0.011 3.771  -0.06
H -10.095 -1.088 2.193  0.10
H -9.391 -2.519 1.339  0.09
H -9.213 -2.331 3.107  0.09
H -5.817 -1.678 1.780  0.06
H -6.678 -2.172 3.124  0.08
H -6.981 -3.043 1.636  0.08
H -8.067 -1.889 -0.249  0.13
H -9.108 -0.362 0.015  0.14
H -6.050 -0.296 -0.208  0.09
H -7.095 0.323 -1.386  0.11
H -8.010 2.021 0.400  0.12
H -6.305 2.253 0.342  0.13
H -5.514 0.616 3.519  0.08
H -4.839 1.870 2.474  0.06
H -4.942 0.143 1.884  0.05
H -7.214 2.506 3.748  0.07
H -8.389 2.889 2.370  0.11
H -6.658 3.335 2.261  0.06
H -8.840 0.452 3.908  0.10
C 0.674 -0.773 1.219  0.00
C 0.791 -0.260 -0.256  -0.48
C 2.274 0.008 -0.669  -0.02
C 0.145 -1.346 -1.131  -0.12
C -1.380 -1.535 -0.902  -0.13
C -2.000 -0.158 -1.352  -0.11
C -1.486 0.985 -0.459  -0.43
C -1.940 2.337 -1.169  -0.02
C -2.095 0.950 0.966  0.00
N 0.028 0.983 -0.520  -0.07
O 0.598 2.008 0.357  -0.06
H -0.308 -1.128 1.338  0.03
H 1.489 -1.504 1.199  0.08
H 0.852 0.031 1.888  0.07
H 2.450 0.578 -1.611  0.07
H 2.658 0.670 0.129  0.08
H 2.835 -0.934 -0.844  0.06
H 0.340 -1.061 -2.177  0.11
H 0.806 -2.196 -0.927  0.11
H -1.717 -2.429 -1.421  0.09
H -1.677 -1.739 0.104  0.07
H -3.110 -0.160 -1.317  0.12
H -1.712 0.022 -2.411  0.09
H -1.426 3.275 -0.867  0.05
H -3.002 2.548 -1.058  0.07
H -1.705 2.380 -2.266  0.08
H -3.181 0.690 0.913  0.08
H -2.092 1.966 1.457  0.07
H -1.663 0.207 1.539  0.03
H 0.870 2.776 -0.194  0.06
C -3.401 4.623 1.090  -0.03
C -2.800 5.009 2.464  -0.49
C -2.228 6.432 2.334  -0.01
C -3.938 5.037 3.551  -0.11
C -3.399 5.045 4.999  -0.17
C -2.454 3.892 5.198  -0.14
C -1.316 3.847 4.190  -0.47
C -0.254 4.887 4.487  -0.02
C -0.692 2.406 4.183  -0.02
N -1.912 3.924 2.805  -0.09
O -0.794 3.946 1.956  -0.07
H -4.258 5.262 0.953  0.08
H -2.740 4.787 0.244  0.06
H -3.816 3.605 1.017  0.07
H -1.611 6.656 1.477  0.05
H -2.997 7.152 2.314  0.07
H -1.560 6.592 3.189  0.07
H -4.558 5.926 3.325  0.13
H -4.470 4.104 3.460  0.09
H -2.904 6.008 5.189  0.11
H -4.265 5.062 5.664  0.11
H -2.957 2.942 4.980  0.12
H -2.082 3.892 6.261  0.14
H 0.498 4.867 3.735  0.05
H 0.274 4.694 5.422  0.10
H -0.573 5.880 4.541  0.05
H 0.219 2.310 3.574  0.08
H -1.446 1.617 4.026  0.07
H -0.364 2.203 5.202  0.08
H -0.718 3.058 1.571  0.05
C -1.706 3.293 -8.022  -0.02
C -3.263 3.635 -8.184  -0.47
C -3.464 4.907 -9.070  -0.03
C -3.930 2.420 -8.968  -0.12
C -4.068 1.160 -8.080  -0.16
C -4.824 1.597 -6.845  -0.14
C -4.138 2.689 -5.983  -0.48
C -5.112 3.089 -4.843  -0.04
C -2.837 2.083 -5.361  -0.03
N -3.908 3.860 -6.900  -0.10
O -3.153 4.837 -6.185  -0.06
H -1.267 3.948 -7.259  0.07
H -1.611 2.213 -7.880  0.05
H -1.220 3.570 -9.018  0.10
H -2.888 4.717 -9.911  0.04
H -4.507 4.963 -9.415  0.09
H -3.133 5.862 -8.615  0.09
H -4.915 2.670 -9.297  0.10
H -3.376 2.258 -9.901  0.12
H -4.624 0.493 -8.641  0.08
H -3.086 0.717 -7.829  0.11
H -4.909 0.773 -6.090  0.13
H -5.861 1.958 -6.971  0.12
H -5.254 2.209 -4.166  0.09
H -6.050 3.370 -5.277  0.06
H -4.813 3.988 -4.255  0.09
H -2.248 2.860 -4.869  0.08
H -2.201 1.623 -6.069  0.03
H -3.154 1.320 -4.648  0.07
H -3.739 5.618 -6.232  0.11
N -2.157 -1.671 -4.635  0.14
C -1.351 -2.778 -5.069  -0.58
N -0.035 -2.559 -5.512  0.16
O -1.898 -3.895 -4.992  -0.03
H -1.709 -0.775 -4.408  0.04
H -3.009 -1.847 -4.155  0.08
H 0.397 -1.648 -5.470  0.05
H 0.345 -3.406 -5.861  0.08
N 1.120 2.268 -5.466  0.15
C 0.739 1.359 -4.462  -0.63
N 0.995 1.730 -3.203  0.19
O 0.139 0.348 -4.845  -0.02
H 1.992 2.676 -5.304  0.06
H 1.072 1.736 -6.332  0.10
H 0.458 1.237 -2.431  0.09
H 1.088 2.661 -2.883  0.05
N -0.168 5.804 -0.535  0.18
C 0.548 5.274 -1.563  -0.57
N 0.830 6.083 -2.690  0.16
O 0.992 4.096 -1.476  -0.04
H -0.654 6.713 -0.610  0.12
H -0.263 5.277 0.341  0.08
H 0.173 6.788 -3.008  0.10
H 1.309 5.603 -3.431  0.09

Properties
ΔE to the lowest compared entry with this formula, charge and spin in kJ/mol: 249.4
Total energy in eV: -136988.839
HOMO in eV: -7.85
Lowest unoccupied orbital energy in eV: 0.001
SMILES: CC1(C)CCCC(C)(C)N1O.CC1(C)CCCC(C)(C)N1O.CC1(C)CCCC(C)(C)N1O.CC1(C)CCCC(C)(C)N1O.CC1(C)CCCC(C)(C)N1O.CC1(C)CCCC(C)(C)N1O.CC1(C)CCCC(C)(C)N1O.CC1(C)CCCC(C)(C)N1O.CC1(C)CCCC(C)(C)N1O.NC(N)=O.NC(N)=O.NC(N)=O

=====

- HOMO of number 2 (C84H183N15O12)?
  -7.85 eV

=====

- The highest total energy belongs to which entry?
  C14H46N8O9

=====

- What is the formula in the first record?
  C14H46N8O9